(1)
ORCA calculation (wB97M-V/def2-TZVPD) on a structure of composition C19H26F4N3ORu in a non-equilibrium geometry.

Geometry as XYZ:
```
54
C19H26F4N3ORu wB97M-V/def2-TZVPD
Ru -0.2414 -0.3642 0.0195
C -1.5690 -1.7795 2.3311
C -0.0987 -1.6660 2.6506
N 0.5100 -0.4279 2.0903
C 0.0132 0.7989 2.7806
C 0.4253 2.1006 2.1039
C 1.9839 -0.5016 2.1280
C 2.5503 -1.3533 1.0229
N 1.8555 -1.0306 -0.2096
C 2.3292 -1.4080 -1.3995
C 1.6357 -0.9709 -2.5594
F 0.5662 -0.1909 -2.3515
C 2.0166 -1.2894 -3.8266
F 1.3128 -0.8420 -4.8530
C 3.1433 -2.0844 -4.0334
C 3.8537 -2.5412 -2.9336
F 4.9128 -3.3094 -3.1060
C 3.4718 -2.2257 -1.6482
F 4.1613 -2.7261 -0.6355
H -1.9038 -2.8130 2.3969
H -1.7342 -1.4353 1.3146
H -2.1898 -1.1851 2.9986
H 0.4466 -2.5096 2.2296
H 0.0480 -1.6927 3.7345
H 0.3834 0.7909 3.8108
H -1.0699 0.7219 2.8271
H 1.3915 2.4597 2.4553
H -0.3097 2.8747 2.3174
H 0.4886 1.9901 1.0210
H 2.3041 -0.9018 3.0936
H 2.3777 0.5079 2.0361
H 2.4571 -2.4226 1.2353
H 3.6184 -1.1530 0.9487
H 3.4598 -2.3436 -5.0361
C -1.7342 -3.2310 -1.2374
O -0.4955 -2.5781 -0.8505
H -2.5035 -2.4661 -1.2683
H -2.0064 -3.9968 -0.5146
H -1.6326 -3.6739 -2.2254
H 0.2102 -3.2337 -0.8494
C -3.3063 5.2532 -0.6418
C -2.6706 3.8985 -0.5931
C -1.6204 3.5487 -1.4374
C -1.0584 2.2922 -1.3632
N -1.4846 1.3621 -0.4951
C -2.5026 1.6929 0.3296
C -3.1091 2.9247 0.3066
H -2.9905 5.8150 -1.5175
H -3.0339 5.8267 0.2473
H -4.3932 5.1686 -0.6453
H -1.2361 4.2560 -2.1604
H -0.2568 2.0094 -2.0319
H -2.8448 0.9270 1.0125
H -3.9308 3.1278 0.9812
```

Its relative energy (zero: lowest compared OMol25 entry of this formula, charge and spin) is 147.44 kJ/mol. Its total charge is +2. The calculation puts the frontier orbital gap (spin up / spin down) at 5.3 / 5.3 eV. The value obtained for the LUMO energy (spin up / spin down) is -9.08 / -8.95 eV. As for the expectation value of S²: 0.766. Its spin multiplicity is 2. As for the HOMO energy (spin up / spin down): -0.5286 / -0.5247 Eh.

(2)
ORCA calculation (wB97M-V/def2-TZVPD) on an isolated molecule of C19H26FNO3 in a non-equilibrium geometry.

Geometry as XYZ:
```
50
C19H26FNO3 wB97M-V/def2-TZVPD
C 6.3408 -0.1439 0.4349
O 5.3036 -0.0224 -0.5673
C 4.0068 0.2078 0.0216
C 2.8641 0.3091 -1.1329
C 2.7181 1.7963 -1.7133
C 1.2756 2.0704 -2.4329
C 0.1757 1.9778 -1.2695
C -1.2798 2.5401 -1.6531
C -2.0509 3.1240 -0.3320
C -3.4472 2.3920 -0.0246
C -3.3348 1.2570 1.1460
C -2.2446 0.2012 0.6243
C -2.1268 -1.1398 1.4728
C -2.1814 -1.2818 3.0106
C -1.9824 -2.7137 3.6350
C -1.7309 -3.9956 2.7674
C -1.6795 -3.8840 1.2300
C -1.8843 -2.4567 0.6539
C -1.7788 -2.6826 -0.9133
O -1.6421 -1.8987 -1.8759
N -1.8802 -4.1542 -1.1159
F -1.3722 -4.6038 -2.3040
C -1.4106 -4.9291 0.0685
O -0.9053 -6.0679 0.0764
H 6.1922 0.6554 1.2610
H 7.3362 0.0849 -0.1029
H 6.3653 -1.1985 0.8919
H 3.7077 -0.7176 0.6550
H 3.9691 1.0974 0.7490
H 3.1370 -0.4083 -1.9978
H 1.9187 -0.1177 -0.6588
H 3.5926 2.1121 -2.3835
H 2.7261 2.5205 -0.8069
H 1.2776 3.0518 -3.0144
H 1.1283 1.1861 -3.1535
H 0.5530 2.5612 -0.3609
H 0.0363 0.8537 -1.0363
H -1.2940 3.2800 -2.5254
H -1.9067 1.6235 -1.9813
H -2.3124 4.2154 -0.6152
H -1.3454 3.1788 0.5647
H -3.7898 1.8542 -0.9734
H -4.2045 3.1917 0.3299
H -4.3519 0.8018 1.4090
H -2.8718 1.8068 2.0477
H -1.2178 0.7247 0.7238
H -2.5099 -0.0262 -0.4741
H -2.3564 -0.3553 3.6456
H -1.9793 -2.8445 4.7693
H -1.5530 -5.0336 3.2307
```

Its total charge is 0. The calculation puts the frontier orbital gap at 8.3 eV. As for the SMILES: COCCCCCCCCCCc1cccc2c1C(=O)N(F)C2=O. The value obtained for the LUMO energy is -1.25 eV. Its spin multiplicity is 1. As for the HOMO energy: -0.3508 Eh.

(3)
ORCA calculation (wB97M-V/def2-TZVPD) on an isolated molecule of C19H26N2O2S.

Geometry as XYZ:
```
50
C19H26N2O2S wB97M-V/def2-TZVPD
C -1.6471 6.1583 -3.2601
C -0.8141 5.2210 -2.4731
N -1.0838 4.8001 -1.2940
C -0.1410 3.9550 -0.8134
C 0.9049 3.7004 -1.6442
S 0.6910 4.5772 -3.1255
C 2.0897 2.8270 -1.4029
N 1.6986 1.6209 -0.6986
C 2.8384 0.9020 -0.1674
C 2.3692 -0.2615 0.7021
H 3.2408 -0.8063 1.0707
H 1.8415 0.1577 1.5603
C 1.4170 -1.2301 -0.0223
C 0.3222 -0.3930 -0.6977
C 0.9016 0.7410 -1.5344
H 0.0810 1.3246 -1.9586
H 1.4936 0.3278 -2.3687
H -0.2914 -1.0170 -1.3482
H -0.3120 0.0454 0.0748
C 0.8118 -2.1493 1.0580
C -0.0942 -3.2784 0.5544
H -0.8360 -2.9077 -0.1632
O -0.7354 -3.9471 1.6204
C -1.7991 -3.3644 2.2468
C -2.4145 -2.1774 1.8658
C -3.5048 -1.7070 2.5800
C -3.9920 -2.4010 3.6709
C -3.3805 -3.5858 4.0507
C -2.2949 -4.0644 3.3480
H -1.8078 -4.9852 3.6280
H -3.7520 -4.1393 4.9003
H -4.8405 -2.0243 4.2214
H -3.9732 -0.7833 2.2728
H -2.0644 -1.6095 1.0182
H 0.5007 -4.0664 0.0820
H 1.6229 -2.6036 1.6329
H 0.2321 -1.5360 1.7519
C 2.2159 -2.0564 -1.0595
O 1.4629 -2.5691 -2.1299
H 0.8424 -3.2279 -1.8035
H 2.9646 -1.4231 -1.5380
H 2.7487 -2.8631 -0.5356
H 3.4214 1.5891 0.4528
H 3.4999 0.5410 -0.9761
H 2.5880 2.6080 -2.3656
H 2.8077 3.3671 -0.7740
H -0.2613 3.5324 0.1664
H -1.0796 7.0534 -3.5113
H -1.9703 5.6922 -4.1901
H -2.5188 6.4361 -2.6740
```

Its relative energy (zero: lowest compared OMol25 entry of this formula, charge and spin) is 152.70 kJ/mol. Its total charge is 0. The calculation puts the frontier orbital gap at 9.2 eV. As for the SMILES: Cc1ncc(CN2CCC(CO)(CCOc3ccccc3)CC2)s1. The value obtained for the LUMO energy is 0.69 eV. Its spin multiplicity is 1. As for the HOMO energy: -0.3140 Eh.

(4)
ORCA calculation (wB97M-V/def2-TZVPD) on an isolated molecule of C19H26N2O3.

Geometry as XYZ:
```
50
C19H26N2O3 wB97M-V/def2-TZVPD
C 1.5327 0.9253 2.8300
H 1.9039 -0.0372 3.1771
H 1.9762 1.7056 3.4456
H 0.4551 0.9461 2.9741
C 1.8746 1.1476 1.3584
C 1.2819 2.4694 0.8790
H 0.1990 2.4575 0.9758
H 1.5223 2.6454 -0.1655
H 1.6731 3.2962 1.4696
C 3.3950 1.1289 1.1486
C 3.7922 0.7782 -0.2870
N 3.5003 -0.6045 -0.5850
C 2.5696 -1.0021 -1.4806
O 2.0062 -0.2361 -2.2317
C 2.3380 -2.5079 -1.4758
H 1.6740 -2.7522 -2.3048
H 3.2983 -3.0004 -1.6436
C 1.7333 -2.9991 -0.1545
C 0.2152 -2.8488 -0.0947
H -0.1299 -3.1452 0.9052
H -0.2605 -3.5048 -0.8366
O -0.1436 -1.5080 -0.3581
C -1.4483 -1.1697 -0.2606
C -2.4307 -1.9676 0.2249
C -3.7923 -1.5249 0.3799
O -4.6787 -2.2344 0.8321
N -4.0587 -0.2130 0.0024
C -3.1085 0.6111 -0.5476
C -3.4253 1.9100 -0.9675
C -2.4727 2.7106 -1.5577
C -1.1790 2.2438 -1.7607
C -0.8381 0.9801 -1.3388
C -1.7821 0.1596 -0.7143
H 0.1532 0.5934 -1.5092
H -0.4475 2.8679 -2.2495
H -2.7432 3.7067 -1.8763
H -4.4238 2.2940 -0.8409
C -5.4191 0.2495 0.1764
H -5.9751 -0.5768 0.6195
H -5.8676 0.5098 -0.7835
H -5.4534 1.1093 0.8469
H -2.2611 -2.9817 0.5467
H 2.1697 -2.4528 0.6841
H 1.9564 -4.0593 -0.0192
H 3.9331 -1.2926 0.0107
H 4.8633 0.9586 -0.4324
H 3.2336 1.3780 -1.0070
H 3.8098 2.1057 1.4031
H 3.8502 0.3943 1.8195
H 1.4288 0.3364 0.7735
```

Its relative energy (zero: lowest compared OMol25 entry of this formula, charge and spin) is 38.86 kJ/mol. Its total charge is 0. The calculation puts the frontier orbital gap at 8.8 eV. As for the SMILES: CC(C)CCNC(=O)CCCOc1cc(=O)n(C)c2ccccc12. The value obtained for the LUMO energy is 0.59 eV. Its spin multiplicity is 1. As for the HOMO energy: -0.3000 Eh.

(5)
ORCA calculation (wB97M-V/def2-TZVPD) on a structure of composition C19H26N2O3S in a non-equilibrium geometry.

Geometry as XYZ:
```
51
C19H26N2O3S wB97M-V/def2-TZVPD
C -1.3340 -0.7859 2.8256
H -2.1509 -1.0399 3.2677
O -1.4213 -1.1876 1.4100
C -0.6686 -0.9370 0.4193
C 0.5191 -0.4642 0.5333
C 1.3065 -0.0346 -0.2958
C 0.8967 -0.3434 -1.4930
C -0.2546 -0.7888 -2.0345
C -1.1575 -1.1399 -0.9805
O -2.2340 -1.7685 -1.3223
C -3.3820 -1.8551 -0.4120
C -4.0392 -0.8325 0.3071
O -4.4167 -1.3609 1.3770
N -3.9024 0.4036 -0.0560
C -3.5916 0.7431 -1.5593
C -4.4536 2.0167 -1.4694
H -3.9149 2.5479 -2.2903
C -4.3825 2.5802 -0.1042
H -5.0257 3.4731 -0.0728
C -4.5325 1.4452 0.8110
H -4.0331 1.4733 1.5619
H -5.6730 1.2667 1.0546
H -3.3846 3.2200 0.0510
H -5.4741 1.8692 -1.7048
H -3.8377 0.1733 -2.4169
H -2.4238 0.9944 -1.5114
H -4.0971 -2.6368 -1.0878
H -2.9888 -2.6811 0.2365
H -0.6315 -1.0412 -2.8124
H 1.6599 0.0335 -2.4086
C 2.6066 0.9003 -0.0877
N 3.7267 0.3599 -0.6940
C 5.0102 1.1764 -0.3560
C 5.8613 0.3146 0.6182
C 6.1471 -1.0472 0.1800
C 4.9112 -1.5225 -0.0247
H 5.0877 -2.7191 -0.6244
H 4.3274 -1.8048 1.1478
C 3.9735 -0.9125 -1.0387
H 2.9263 -1.3457 -1.0947
H 4.5812 -0.9681 -1.8633
H 6.6389 -1.4325 1.1624
H 6.6573 -0.9920 -0.7227
H 6.7576 0.8699 0.7803
H 5.2709 0.4810 1.5344
H 4.8731 2.0752 -0.0497
H 5.5723 1.0951 -1.3010
S 2.5884 2.0020 0.9358
H 0.8213 0.0350 1.5920
H -1.3673 0.3638 2.7929
H -0.5088 -1.2245 3.1818
```

Its relative energy (zero: lowest compared OMol25 entry of this formula, charge and spin) is 1540.85 kJ/mol. Its total charge is 0. The calculation puts the frontier orbital gap at 8.1 eV. The value obtained for the LUMO energy is 0.65 eV. Its spin multiplicity is 1. As for the HOMO energy: -0.2753 Eh.